{"formula": "C5H8O", "method": "wB97M-V/def2-TZVPD", "relative_energy_kj_mol": 562.6, "e_tot_ha": -270.34361, "largest_force_ev_per_a": 3.70, "molar_mass_da": 84.1, "homo_ev": -9.1904, "lumo_ev": 1.04, "elements": ["C", "C", "C", "C", "C", "O", "H", "H", "H", "H", "H", "H", "H", "H"], "positions_angstrom": [[1.23865, -0.47312, -0.35061], [0.44118, -1.04840, -1.51898], [-0.16737, -0.97575, -0.12235], [-0.54724, 0.04076, 0.87802], [-1.35922, 1.25658, 0.87141], [-1.72227, 0.08948, 1.62072], [1.21082, 0.60646, -0.51584], [1.65341, -0.48295, 0.77595], [0.50792, -2.08204, -1.84742], [0.16166, -0.36841, -2.33697], [-0.20330, -1.98159, 0.31455], [0.54164, 0.08097, 1.56087], [-0.94930, 2.08018, 1.45469], [-2.07550, 1.53677, 0.09628]], "atomic_forces_ev_per_a": [[0.5, 0.4, 1.0], [-0.2, -0.3, 0.3], [0.0, 0.2, 0.0], [1.6, 0.4, 1.4], [0.1, 0.2, 0.0], [-0.3, 0.1, 0.2], [-0.2, 0.0, 0.1], [1.2, -1.6, -3.1], [0.2, 0.1, 0.1], [0.4, -0.1, 0.6], [0.3, 0.3, 0.0], [-3.6, 0.5, -0.6], [-0.3, 0.0, 0.0], [0.4, -0.3, 0.0]]}